No. 1
C21H22O4 | ωB97M-V/def2-TZVPD

The energy above the lowest of the compared OMol25 structures with the same formula, charge and spin comes out at 0.00 kcal/mol. The value obtained for the LUMO energy is 0.029 Ha. The calculation puts the max |F| at 0.623 eV/A. The SMILES is CCOC(=O)[C@H]1[C@H](C(=O)OCC)C1(c1ccccc1)c1ccccc1. The total energy comes out at -1114.406578 a.u.

Geometry as ORCA input:
```
! RIJCOSX wB97M-V def2-TZVPD def2/J DEFGRID3
* xyz 0 1
C -4.6318 -0.9300 0.6007
C -3.8028 -2.1185 0.1381
H -3.8562 -2.9283 0.8732
H -4.1388 -2.4764 -0.8374
O -2.4346 -1.7584 -0.0516
C -1.6400 -1.7922 1.0233
O -1.9999 -2.1330 2.1223
C -0.2500 -1.3649 0.7161
C 0.0000 -0.0593 -0.0002
C 1.1653 0.7832 0.4108
C 1.8804 1.4626 -0.5689
C 2.9438 2.2745 -0.2205
C 3.2984 2.4207 1.1107
C 2.5821 1.7552 2.0904
C 1.5173 0.9418 1.7436
H 0.9585 0.4288 2.5124
H 2.8532 1.8691 3.1298
H 4.1309 3.0527 1.3828
H 3.4995 2.7917 -0.9887
H 1.6038 1.3437 -1.6064
C -1.1658 0.7820 -0.4121
C -1.5211 0.9353 -1.7447
C -2.5867 1.7474 -2.0921
C -3.3004 2.4171 -1.1133
C -2.9423 2.2764 0.2176
C -1.8782 1.4657 0.5665
H -1.5990 1.3510 1.6039
H -3.4957 2.7971 0.9851
H -4.1334 3.0483 -1.3858
H -2.8605 1.8570 -3.1312
H -0.9644 0.4192 -2.5128
C 0.2508 -1.3660 -0.7142
C 1.6410 -1.7934 -1.0206
O 2.0008 -2.1366 -2.1189
O 2.4358 -1.7570 0.0541
C 3.8039 -2.1180 -0.1349
C 4.6333 -0.9310 -0.6007
H 5.6763 -1.2244 -0.6773
H 4.5414 -0.1083 0.1044
H 4.2876 -0.5979 -1.5760
H 3.8569 -2.9297 -0.8679
H 4.1399 -2.4735 0.8414
H -0.4563 -1.6501 -1.4828
H 0.4573 -1.6470 1.4853
H -4.5395 -0.1092 -0.1065
H -4.2860 -0.5944 1.5752
H -5.6750 -1.2227 0.6779
*
```

=====

No. 2
C21H22O8 | ωB97M-V/def2-TZVPD

The energy above the lowest of the compared OMol25 structures with the same formula, charge and spin comes out at 0.00 kcal/mol. The value obtained for the LUMO energy is 0.013 Ha. The calculation puts the max |F| at 0.570 eV/A. The SMILES is COC(=O)c1cc(OC(=O)CCc2ccc(OC)c(OC)c2)cc(C(=O)OC)c1. The total energy comes out at -1415.371290 a.u.

Geometry as ORCA input:
```
! RIJCOSX wB97M-V def2-TZVPD def2/J DEFGRID3
* xyz 0 1
C 2.2805 -3.1108 -1.0719
H 1.9728 -3.6407 -0.1693
H 3.3564 -2.9288 -1.0561
H 1.9997 -3.6776 -1.9581
O 1.5780 -1.8744 -1.1197
C 2.2480 -0.7715 -0.8022
O 3.4265 -0.7323 -0.5422
C 1.3696 0.4341 -0.7916
C -0.0123 0.3065 -0.7014
C -0.7930 1.4484 -0.5903
C -0.2082 2.7066 -0.6101
C 1.1729 2.8273 -0.7260
C 1.9663 1.6890 -0.8002
H 3.0406 1.7649 -0.8592
C 1.7530 4.1972 -0.7455
O 1.1046 5.2079 -0.6322
O 3.0805 4.1875 -0.9048
C 3.7113 5.4592 -0.9367
H 3.5144 6.0039 -0.0109
H 3.3351 6.0482 -1.7757
H 4.7750 5.2675 -1.0500
H -0.8153 3.5945 -0.5232
O -2.1475 1.3895 -0.3344
C -2.9481 0.4395 -0.8628
O -2.6531 -0.2599 -1.7898
C -4.2445 0.3940 -0.0880
H -4.2740 1.2500 0.5840
H -5.0888 0.4392 -0.7753
C -4.2803 -0.9315 0.7061
C -2.8973 -1.3275 1.1561
C -2.1639 -0.5338 2.0188
C -0.8506 -0.8557 2.3344
C -0.2538 -1.9876 1.8070
C -1.0100 -2.8305 0.9629
C -2.3092 -2.4806 0.6419
H -2.8841 -3.0964 -0.0310
O -0.3681 -3.9448 0.5128
C -1.0325 -4.7651 -0.4164
H -1.9381 -5.2079 0.0116
H -1.2909 -4.2126 -1.3254
H -0.3293 -5.5592 -0.6631
O 1.0368 -2.3728 2.0194
C 1.8730 -1.5212 2.7620
H 2.8567 -1.9874 2.7450
H 1.5341 -1.4272 3.7991
H 1.9410 -0.5265 2.3082
H -0.2974 -0.2031 2.9904
H -2.6016 0.3576 2.4417
H -4.6833 -1.7182 0.0681
H -4.9446 -0.8112 1.5641
H -0.4637 -0.6717 -0.6926
*
```